P) Formula: C6H9N3O3
Source: the OMol25 dataset
Level of theory: ωB97M-V/def2-TZVPD

Properties
HOMO level ... -8.565 eV
SMILES ... N[C@H](Cc1nccn1O)C(=O)O
LUMO ... 0.4312 eV

ORCA input file:
```
! wB97M-V def2-TZVPD RIJCOSX def2/J DEFGRID3
* xyz 0 1
N -1.4946 2.1212 0.7836
C -0.2720 1.4709 1.0409
C 0.9231 1.2979 -0.0483
C 0.5888 0.2577 -1.0043
N -0.4233 0.2986 -1.8579
C -0.4360 -0.8924 -2.3912
C 0.3577 -1.8824 -1.8128
N 1.1024 -1.0326 -0.9010
O 2.0907 -1.5136 0.0004
C -0.6377 0.1173 1.5670
O 0.2426 -0.7149 1.8091
O -1.8331 0.0499 1.9641
H -1.4211 3.1249 1.0196
H -1.7390 1.9086 -0.2717
H 0.2510 1.9271 1.9806
H 0.9140 2.2041 -0.6603
H 1.6588 1.1261 0.6629
H -0.8709 -1.2304 -3.3676
H 0.6555 -2.9525 -2.1732
H 1.4293 -1.4308 0.8205
H -2.3147 0.8267 1.5198
*
```

***

Q) Formula: C6H9N3O3
Source: the OMol25 dataset
Level of theory: ωB97M-V/def2-TZVPD

Properties
HOMO level ... -9.674 eV
SMILES ... CN1CN=C(C(=O)O)[C@@H](N)C1=O
LUMO ... 0.0047 eV

ORCA input file:
```
! wB97M-V def2-TZVPD RIJCOSX def2/J DEFGRID3
* xyz 0 1
C 2.7343 -0.7356 0.5700
N 1.4516 -0.6068 -0.1027
C 0.6164 -1.7249 -0.5243
N -0.7202 -1.5729 -0.2118
C -1.3516 -0.4829 -0.2335
C -2.8406 -0.3374 0.0563
O -3.5256 -1.2778 0.2090
O -3.3333 0.9024 -0.0781
C -0.5064 0.8308 -0.4616
N -1.1557 2.0192 0.0859
C 0.9422 0.6294 0.0905
O 1.4604 1.5044 0.7506
H 3.2694 0.3480 0.5251
H 2.6689 -0.8712 1.5799
H 3.3324 -1.4485 0.0255
H 1.0586 -2.6768 -0.0976
H 0.7712 -1.8362 -1.6803
H -2.7895 1.7155 -0.0108
H -0.4506 0.8986 -1.5409
H -0.6305 2.8473 -0.0230
H -1.0014 1.8753 1.0718
*
```

***

R) Formula: C6H9N3O3
Source: the OMol25 dataset
Level of theory: ωB97M-V/def2-TZVPD

Properties
HOMO level ... -9.722 eV
SMILES ... N#CC/C=N/O.C1=NOCCO1
LUMO ... 0.7487 eV

ORCA input file:
```
! wB97M-V def2-TZVPD RIJCOSX def2/J DEFGRID3
* xyz 0 1
N 3.5659 -1.8611 -2.2104
C 3.9637 -0.9956 -1.5223
C 4.0948 -0.1132 -0.4072
C 2.9363 -0.5740 0.4758
N 1.8987 0.1535 0.6433
O 0.8912 -0.5813 1.2347
H 5.0472 -0.3377 0.0924
H 4.0027 0.9457 -0.7154
H 2.9319 -1.6161 0.8241
H 0.1344 0.0108 1.2826
C -3.1683 1.9370 0.2668
N -1.9037 2.0318 0.0896
O -1.2082 0.8131 0.1117
C -1.9918 -0.2060 -0.5288
C -3.1812 -0.4161 0.3677
O -3.9053 0.8219 0.4631
H -3.7597 2.8639 0.3193
H -1.3515 -1.1037 -0.6097
H -2.2918 0.1012 -1.5196
H -2.8472 -0.7167 1.3736
H -3.8580 -1.1572 -0.0313
*
```

***

In terms of stability, Q) leads; the second structure lies 1.818 eV higher.